This record from the OMol25 dataset describes a molecular structure, C50H49ClCsN9O4SSi at a distorted geometry. The level of theory is the ωB97M-V functional and the def2-TZVPD basis.

Output
E_LUMO = 0.132 hartree
Kohn-Sham gap = 5.5783 eV
Relative energy (zero: lowest compared OMol25 entry of this formula, charge and spin) = 0.0 kcal/mol
Max |F| = 0.028 hartree/bohr

```
! wB97M-V def2-TZVPD RIJCOSX def2/J DEFGRID3
* xyz -2 1
Cs 1.26881 0.45605 0.27583
C 0.61617 2.73092 4.19950
C 1.02452 1.90611 5.22893
C 0.61315 0.58060 5.23587
C -0.19025 0.12822 4.19890
N -0.61284 0.92893 3.21956
C -0.21458 2.19571 3.22287
C -0.53960 -1.31392 4.03545
C -0.64021 -2.21033 5.09738
C -0.89763 -3.53965 4.80444
C -1.05035 -3.93798 3.48639
C -0.95660 -2.96959 2.48792
N -0.70935 -1.69967 2.77874
C -1.11931 -3.26073 1.02730
C -1.56752 -4.48474 0.54208
C -1.69951 -4.64423 -0.83070
C -1.39400 -3.58573 -1.66756
C -0.95911 -2.39771 -1.08894
N -0.82361 -2.24636 0.22049
H 0.97001 3.74733 4.09931
H 1.70099 2.27143 5.99113
H 0.97087 -0.10457 5.99376
H -0.52188 2.79679 2.37455
H -0.52521 -1.87613 6.11996
H -0.97524 -4.26768 5.60331
H -1.22822 -4.97677 3.24543
H -1.81972 -5.29606 1.21180
H -2.04489 -5.58789 -1.23659
H -1.49136 -3.65799 -2.74276
H -0.73433 -1.52709 -1.69868
S -5.51620 -0.42572 -1.52008
C -5.34725 -0.44817 0.20453
C -6.31410 -0.57908 1.19629
C -5.90009 -0.58310 2.51754
C -4.54470 -0.46147 2.84505
C -3.58096 -0.32884 1.86307
C -3.98836 -0.31664 0.52905
N -3.12951 -0.19704 -0.54426
C -3.74701 -0.24281 -1.67092
C -3.09477 -0.20946 -2.99405
C -3.81119 -0.67795 -4.10493
C -3.19338 -0.75238 -5.33977
C -1.85634 -0.37397 -5.44350
C -1.17081 0.08595 -4.32483
C -1.74691 0.21108 -3.04452
H -7.36250 -0.68040 0.94340
H -6.63631 -0.68696 3.30595
H -4.24375 -0.47250 3.88593
H -2.52492 -0.24031 2.09666
H -4.84012 -1.01512 -4.00351
H -3.73434 -1.12061 -6.20453
H -1.35300 -0.44268 -6.40429
H -0.12486 0.36170 -4.45363
C 1.52142 2.76247 -3.18136
C 2.41230 1.56127 -3.36434
C 3.39747 1.54841 -4.33875
C 4.19748 0.40354 -4.41246
C 3.99045 -0.64051 -3.54926
C 2.93864 -0.58245 -2.56918
N 2.17574 0.55161 -2.52902
N 2.66530 -1.54170 -1.69264
Si 3.29918 -3.08764 -1.53125
C 2.42385 -3.94513 -0.10195
C 3.03862 -4.18873 -3.05316
C 5.15215 -3.17232 -1.12665
H 1.74888 3.54326 -3.91016
H 1.64911 3.17345 -2.17539
H 0.47587 2.46303 -3.27877
H 3.55788 2.40374 -4.98200
H 4.99393 0.34401 -5.14934
H 4.61272 -1.52633 -3.59805
H 1.37053 -4.11259 -0.34157
H 2.46162 -3.32120 0.79536
H 2.88037 -4.91216 0.13247
H 1.97040 -4.25670 -3.27672
H 3.42073 -5.20229 -2.89365
H 3.53365 -3.77262 -3.93453
H 5.35937 -2.60832 -0.21305
H 5.76459 -2.74279 -1.92357
H 5.47854 -4.20556 -0.96914
C 3.16667 5.80115 -1.12254
C 4.18619 5.01598 -1.89496
C 4.74633 5.48141 -3.06934
C 5.66745 4.70511 -3.76186
Cl 6.36099 5.32555 -5.25108
C 6.02426 3.45545 -3.30928
C 5.46557 2.96884 -2.13252
C 4.56716 3.74805 -1.41467
O 3.98448 3.39196 -0.26132
C 4.24994 2.10719 0.30661
C 3.83259 2.15598 1.80855
O 4.44237 2.98584 2.49538
O 2.94622 1.33042 2.15322
H 3.02816 6.79214 -1.55762
H 3.45515 5.89659 -0.07529
H 2.20768 5.27689 -1.11635
H 4.46413 6.45402 -3.45381
H 6.70904 2.84259 -3.87966
H 5.70054 1.96470 -1.81146
H 5.31932 1.88082 0.27603
H 3.70333 1.36232 -0.28109
C -2.40531 5.43888 -2.34921
N -1.76970 4.97985 -1.14199
C -0.93831 5.83578 -0.33277
C -0.16957 4.80118 0.50199
O 0.52046 5.10119 1.45591
N -0.40748 3.55163 0.00258
C -1.32649 3.68514 -0.95293
N -1.82761 2.71386 -1.68536
H -2.71162 6.47484 -2.20947
H -3.30839 4.86349 -2.55949
H -1.74440 5.38550 -3.22363
H -1.51254 6.50604 0.30858
H -0.23016 6.42474 -0.92765
H -1.53951 1.69693 -1.76010
H -2.48456 2.94597 -2.41007
*
```

These are the Löwdin partial charges, in e, on atoms 1 to 8:
1. Cs 1.01
2. C -0.04
3. C -0.06
4. C -0.02
5. C -0.23
6. N 0.11
7. C -0.13
8. C -0.20

***

This record from the OMol25 dataset describes 7 unconnected molecules or ions with the total composition C50H49ClF4N2O17PS2 at a distorted geometry. The level of theory is the ωB97M-V functional and the def2-TZVPD basis.

Output
E_LUMO = -0.143 hartree
Kohn-Sham gap = 7.3249 eV
Max |F| = 0.033 hartree/bohr

```
! wB97M-V def2-TZVPD RIJCOSX def2/J DEFGRID3
* xyz 1 1
C -0.23983 -4.65758 1.27727
C 0.02968 -3.46819 0.38542
O -1.02996 -3.00382 -0.50069
N -2.23408 -2.46006 0.03961
P -3.43914 -3.94978 0.11874
O -3.26063 -4.22367 1.65412
O -4.86987 -3.27218 0.03786
S -3.05801 -5.25118 -1.19962
C -2.71310 -1.56276 -1.08770
C -3.70432 -0.46598 -0.63223
N -4.22131 -0.59495 0.70210
C -3.35456 -0.96658 1.77461
F -4.03144 -1.96426 2.47676
C -3.10437 0.13069 2.80113
C -4.38898 0.52062 3.52984
C -5.34276 1.45451 2.75233
C -6.80901 0.99226 2.77888
S -7.33829 0.41790 1.17234
O -6.78737 1.23833 0.13686
O -7.18301 -1.01183 1.07677
Cl -9.31252 0.80928 1.24025
C -2.01343 -1.58028 1.27461
C -0.94159 -0.51632 0.94774
C 0.05105 -0.24303 2.09141
C 1.38688 0.23098 1.60181
F 2.42761 -0.56438 1.90964
C 1.60775 1.30690 0.89717
F 2.77610 1.70237 0.42575
F 0.63384 2.14429 0.56499
H -0.89310 -4.43856 2.11948
H 0.72672 -4.93153 1.70949
H -0.63257 -5.50804 0.72283
H 0.78931 -3.72186 -0.35521
H 0.43077 -2.63767 0.96861
H -3.90362 -4.86594 1.99947
H -5.23066 -3.36470 -0.85942
H -3.10542 -2.23809 -1.85071
H -1.80313 -1.12490 -1.49080
H -3.21222 0.50468 -0.74901
H -4.54890 -0.45426 -1.32052
H -5.10723 -1.07561 0.75202
H -2.66513 1.01635 2.33561
H -2.39791 -0.27070 3.53475
H -4.09623 1.04994 4.43800
H -4.90696 -0.37135 3.88388
H -5.30855 2.44061 3.21779
H -5.02895 1.59027 1.71775
H -6.95512 0.15782 3.46633
H -7.50822 1.77755 3.06269
H -1.66011 -2.21889 2.08592
H -1.40480 0.41332 0.61298
H -0.35569 -0.87881 0.10209
H 0.24990 -1.17226 2.63069
H -0.35413 0.48436 2.79587
C -7.99954 -6.10796 3.38355
C -6.72498 -6.23018 3.74760
C -5.69727 -5.26600 3.28147
O -4.52634 -5.38209 3.58231
C -6.14710 -4.15718 2.40560
C -7.41690 -4.03398 2.03255
C -8.44848 -5.00283 2.49410
O -9.60524 -4.88956 2.15941
H -8.76758 -6.79962 3.70550
H -6.37270 -7.02984 4.38676
H -5.38274 -3.45927 2.08705
H -7.74675 -3.23742 1.37966
C 6.59932 5.76019 -2.29328
C 6.17304 6.18738 -1.10942
C 5.24063 5.37457 -0.29270
O 4.84232 5.75248 0.78798
C 4.80261 4.06724 -0.84891
C 5.22735 3.64445 -2.03514
C 6.16016 4.46106 -2.85044
O 6.54925 4.07074 -3.93300
H 7.28801 6.32971 -2.90434
H 6.48793 7.12869 -0.67812
H 4.12549 3.49387 -0.23134
H 4.92610 2.69703 -2.46437
C 9.64313 3.03484 -2.79691
C 10.74118 2.47232 -3.29314
C 11.93164 2.21677 -2.44094
O 12.93523 1.71233 -2.89224
C 11.84303 2.60596 -1.00730
C 10.74273 3.16563 -0.51186
C 9.55997 3.42460 -1.37049
O 8.55744 3.94062 -0.91731
H 8.76763 3.23105 -3.40500
H 10.82263 2.17365 -4.33171
H 12.72111 2.40798 -0.40583
H 10.65195 3.46139 0.52561
C 1.68127 -4.46294 -4.74837
C 1.40401 -3.95616 -5.94670
C 0.64942 -2.68431 -6.09015
O 0.38796 -2.21760 -7.17388
C 0.22106 -1.99721 -4.83970
C 0.49882 -2.50770 -3.64426
C 1.24890 -3.78060 -3.50606
O 1.50148 -4.24697 -2.41280
H 2.22851 -5.38737 -4.61617
H 1.70764 -4.43460 -6.86891
H -0.31992 -1.06885 -4.97422
H 0.20155 -2.02924 -2.71879
C 11.74683 4.87725 -8.19465
C 11.58847 3.65007 -7.70713
C 10.26804 3.18516 -7.21387
O 10.12248 2.06921 -6.75950
C 9.12995 4.13670 -7.28290
C 9.28875 5.36375 -7.77011
C 10.60954 5.83188 -8.26605
O 10.75339 6.94946 -8.70875
H 12.69748 5.24402 -8.56014
H 12.39924 2.93555 -7.64201
H 8.18083 3.77156 -6.91039
H 8.47860 6.07922 -7.83074
C -7.12193 1.72372 7.97191
C -8.17185 1.87213 8.77486
C -9.45472 1.17002 8.50465
O -10.41174 1.30359 9.23023
C -9.51672 0.29313 7.30296
C -8.46443 0.14735 6.50315
C -7.18877 0.85247 6.77576
O -6.22706 0.71973 6.04123
H -6.17740 2.22304 8.14581
H -8.15164 2.50180 9.65503
H -10.45982 -0.20936 7.12984
H -8.48583 -0.48964 5.62705
*
```

These are the Löwdin partial charges, in e, on atoms 1 to 8:
1. C -0.06
2. C -0.19
3. O -0.17
4. N -0.18
5. P 0.25
6. O -0.17
7. O -0.17
8. S 0.48